[1]
Molecular formula: C18H47N3O7
Method: DFT, ωB97M-V/def2-TZVPD

The geometry in XYZ format:
```
75
Properties=species:S:1:pos:R:3:forces:R:3
C 3.18483 3.81100 -1.42597 -0.15 0.18 -0.04
O 3.49767 2.50501 -1.83346 0.04 -0.07 -0.03
C 2.71791 1.54506 -1.15367 -0.04 0.04 0.14
C 3.18757 0.16559 -1.55657 0.13 -0.57 -0.15
N 2.92402 -0.83019 -0.50979 -0.14 0.33 0.38
C 3.67662 -0.64738 0.73599 0.66 -0.09 -0.45
C 3.70769 -1.90751 1.56615 0.56 -0.16 -0.08
O 2.44157 -2.16769 2.11121 -0.04 -0.10 0.24
C 2.32677 -3.44644 2.71987 -0.09 0.15 -0.18
H 2.13706 4.06335 -1.64471 0.05 -0.04 0.03
H 3.82694 4.49390 -1.97804 0.03 -0.01 0.01
H 3.35379 3.94816 -0.34994 0.00 -0.02 -0.03
H 1.65762 1.67694 -1.39906 0.01 -0.04 0.10
H 2.83342 1.67236 -0.06860 -0.02 0.10 -0.05
H 4.25392 0.20849 -1.82576 0.00 0.15 0.18
H 2.64640 -0.16924 -2.44287 0.01 0.12 -0.03
H 3.16528 -1.74870 -0.86146 -0.15 0.00 -0.14
H 3.30058 0.16849 1.35220 -0.25 0.02 -0.12
H 4.72693 -0.40347 0.49297 -0.06 0.05 0.16
H 4.46743 -1.79450 2.35729 -0.24 0.07 0.06
H 4.07788 -2.75136 0.95573 -0.30 0.03 -0.05
H 3.26768 -3.75777 3.17942 -0.01 0.01 0.04
H 2.02305 -4.18066 1.96569 0.11 -0.11 0.08
H 1.55416 -3.37618 3.48407 -0.01 -0.04 0.01
C -1.52933 -4.45065 1.95814 0.12 0.05 0.11
O -1.53744 -4.15756 3.33769 0.27 0.00 -0.15
C -2.74456 -4.43514 3.99610 -0.12 0.08 0.29
C -2.48153 -4.30322 5.50021 -0.16 -0.14 -0.15
N -1.70344 -3.13462 5.86545 -0.19 0.25 -0.10
C -2.33872 -1.87039 5.50352 -0.03 -0.12 -0.02
C -1.38588 -0.73465 5.80496 0.17 0.38 -0.34
O -0.12350 -0.93863 5.18049 -0.03 0.05 0.35
C -0.12542 -0.64655 3.80570 0.03 0.22 -0.41
H -2.35236 -3.98048 1.40926 -0.05 0.08 0.15
H -1.56890 -5.53300 1.78824 0.03 0.03 -0.03
H -0.59287 -4.03960 1.58703 -0.03 -0.15 -0.23
H -3.09097 -5.45165 3.76885 -0.09 0.05 -0.04
H -3.50566 -3.70984 3.67991 -0.10 -0.15 -0.11
H -1.95267 -5.19428 5.84482 0.07 0.04 0.00
H -3.44517 -4.28638 6.02034 0.05 0.03 0.01
H -0.84575 -3.15814 5.32278 0.12 -0.10 0.23
H -3.26681 -1.72593 6.06568 0.06 -0.07 0.07
H -2.60545 -1.82519 4.43681 -0.04 0.00 0.04
H -1.19649 -0.63036 6.87183 0.04 -0.20 0.04
H -1.80728 0.21617 5.44383 -0.05 -0.08 0.08
H 0.88997 -0.77792 3.43338 -0.05 -0.12 0.04
H -0.41171 0.39818 3.60770 -0.07 -0.10 0.13
H -0.80007 -1.29688 3.23679 0.06 -0.01 0.01
C -3.49303 6.25206 -6.48457 -0.51 -0.17 -0.03
O -2.72209 5.11039 -6.19870 0.07 0.09 -0.13
C -1.69017 5.38474 -5.27622 -0.07 0.30 0.13
C -0.93073 4.11969 -5.01131 0.02 -0.33 0.60
N -1.81329 3.11412 -4.42365 0.07 0.50 0.01
C -1.28282 1.76886 -4.41000 -0.27 -0.06 -0.25
C -0.37113 1.56234 -3.21649 0.36 -0.31 -0.14
O 0.19453 0.26187 -3.19263 0.01 0.03 0.22
C -0.67794 -0.72635 -2.67043 -0.14 0.02 -0.30
H -4.19208 5.99563 -7.28226 0.16 -0.04 -0.04
H -2.87019 7.08859 -6.81259 0.02 0.06 0.06
H -4.10718 6.54241 -5.62055 0.24 0.14 0.03
H -2.11500 5.76639 -4.33456 -0.03 -0.08 -0.06
H -1.01405 6.16377 -5.65837 -0.05 -0.09 -0.10
H -0.15710 4.36630 -4.27585 0.13 -0.02 -0.16
H -0.42943 3.76572 -5.92334 -0.09 0.00 -0.06
H -2.72815 3.18363 -4.84202 0.04 -0.19 -0.19
H -0.71310 1.54202 -5.32365 0.03 -0.04 0.01
H -2.11678 1.06447 -4.38037 0.01 0.01 0.11
H -0.90025 1.76119 -2.27933 -0.06 0.10 0.00
H 0.48136 2.24104 -3.30332 -0.06 0.09 0.12
H -1.15109 -0.40312 -1.73915 0.09 0.03 0.04
H -0.08477 -1.61331 -2.46834 0.02 -0.01 0.05
H -1.46252 -0.98548 -3.39281 0.03 0.01 0.05
O 0.25885 -1.59931 0.25569 -0.54 -0.09 0.01
H 1.00383 -1.07316 -0.07784 0.26 -0.14 -0.03
H 0.64958 -2.06504 1.00243 0.13 0.18 0.03
```
Forces are in eV/Å.

- highest occupied orbital energy (eV) = -8.61
- frontier orbital gap (eV) = 9.46
- electronic energy (eV) = -38227.3934
- SMILES string = COCCNCCOC.COCCNCCOC.COCCNCCOC.O
- charge = 0
- E_LUMO (eV) = 0.85



[2]
Molecular formula: C24H34FN6S2SbSe4SiTc
Method: DFT, ωB97M-V/def2-TZVPD

The geometry in XYZ format:
```
74
Properties=species:S:1:pos:R:3:forces:R:3
Tc -0.53205 -0.52989 0.50055 1.23 -0.84 0.01
C -2.59253 1.70754 1.73556 0.70 -0.05 0.05
Si -0.77133 2.28729 1.77516 -0.84 0.84 0.44
C -0.26288 2.54576 3.59413 -0.12 -0.04 -0.73
C -0.78328 3.82376 0.64039 0.27 -0.57 0.39
N 0.43644 1.00959 1.14649 -1.53 -1.11 -0.32
C 1.74564 1.39955 1.17712 1.48 -0.04 -0.22
C 2.18051 2.70985 1.49445 0.04 -0.13 0.00
C 3.50679 3.07751 1.43217 -0.07 0.17 0.15
C 4.49459 2.16921 1.07981 -0.29 -0.28 -0.05
C 4.12008 0.87057 0.77073 0.01 -0.01 0.03
C 2.79375 0.51786 0.82184 -0.19 -0.42 -0.19
F 2.48825 -0.77683 0.50199 0.33 0.79 0.20
H -3.19892 2.59997 1.61261 0.02 0.31 -0.15
H -2.91482 1.26101 2.67020 0.10 -0.16 0.13
H -2.87363 1.03662 0.92855 -0.14 -0.06 -0.18
H -0.43115 3.58329 3.86883 -0.04 0.23 0.01
H 0.78085 2.32243 3.79637 0.10 -0.01 -0.04
H -0.87449 1.94790 4.26350 -0.17 -0.14 0.00
H -0.99368 4.68945 1.26467 -0.02 0.15 0.17
H -1.59209 3.77364 -0.08627 -0.07 -0.15 -0.02
H 0.14078 4.03176 0.10798 0.09 -0.01 -0.03
H 1.47684 3.46589 1.79576 -0.12 0.06 0.02
H 3.78228 4.08812 1.68256 0.00 0.17 0.03
H 5.53276 2.45930 1.05551 0.09 0.03 -0.02
H 4.84665 0.12289 0.50216 0.11 -0.14 -0.06
C 0.46882 -0.82429 4.10693 0.28 0.08 0.07
C -0.94521 -0.96142 3.68499 -0.14 -0.15 0.27
N -1.38003 -0.98506 2.44238 -0.08 0.04 -0.12
C -2.71380 -1.31216 2.36963 -0.50 -0.27 0.97
C -3.30852 -1.49505 3.58128 0.31 0.12 -0.33
S -2.18107 -1.27174 4.84583 0.27 0.10 -0.70
C -3.26039 -1.56589 1.05544 -1.08 -0.39 -0.01
C -4.52424 -1.96143 0.72723 0.49 0.18 -0.14
S -4.61746 -2.34927 -0.93555 0.81 0.23 0.29
C -2.94934 -1.97057 -1.11735 -0.32 -0.25 -0.23
N -2.37952 -1.55782 -0.00293 0.01 0.63 0.18
C -2.24161 -2.19740 -2.39777 0.03 0.04 -0.21
H 1.12855 -0.75088 3.24249 -0.04 0.03 0.03
H 0.75949 -1.69820 4.69531 0.00 0.03 -0.09
H 0.61217 0.04404 4.74822 0.02 0.07 -0.03
H -4.32372 -1.76479 3.78363 -0.30 -0.07 0.06
H -5.37699 -2.05777 1.36800 -0.20 -0.01 0.17
H -2.88529 -2.74212 -3.08220 0.03 -0.07 -0.09
H -1.32543 -2.76948 -2.23202 -0.04 -0.01 0.04
H -1.96232 -1.25744 -2.86824 0.00 0.02 -0.01
C 2.87126 -0.82989 -4.19983 -0.25 -0.06 0.07
C 2.38973 -1.96214 -3.30654 0.22 -0.09 -0.48
N 1.46707 -1.43636 -2.31288 -0.05 0.06 0.28
C 0.70588 -0.34366 -2.47333 0.05 -0.29 0.07
N -0.11638 0.01247 -1.45549 -0.11 -0.40 0.11
C -0.84762 1.25559 -1.65241 0.12 0.45 -0.23
C -1.29319 1.50376 -3.08789 0.16 -0.09 0.08
C -0.05413 1.47016 -3.95944 -0.45 0.40 0.11
N 0.76131 0.31193 -3.63675 -0.05 -0.13 0.28
C 1.65377 -0.08801 -4.72064 0.51 -0.28 -0.28
H 3.44163 -1.22170 -5.03995 0.03 0.00 0.03
H 3.51375 -0.15348 -3.63361 0.01 0.01 -0.01
H 3.22953 -2.43167 -2.79357 -0.13 -0.01 0.03
H 1.87814 -2.72551 -3.90334 0.13 0.03 0.04
H 1.54609 -1.79940 -1.37883 -0.03 0.18 -0.09
H -0.18577 2.07842 -1.34450 -0.20 0.04 0.09
H -1.72478 1.25875 -1.00033 -0.09 0.04 0.13
H -1.77690 2.47754 -3.16390 -0.02 -0.05 -0.01
H -2.00742 0.74499 -3.41433 -0.01 0.06 0.03
H 0.54266 2.37877 -3.81821 -0.04 -0.07 -0.06
H -0.32668 1.41112 -5.01548 0.06 -0.02 0.08
H 1.96440 0.81737 -5.24800 -0.11 -0.07 0.07
H 1.09370 -0.71560 -5.42439 0.06 0.11 0.02
Se -0.29335 -7.34571 0.05715 1.13 0.45 1.12
Sb 1.19026 -6.49338 1.71754 -0.09 0.31 0.00
Se 0.43678 -2.68984 0.57478 -0.13 1.40 -0.37
Se -0.21789 -3.93079 2.30231 0.09 -0.63 0.16
Se 3.05866 -6.29901 3.18368 -1.32 -0.26 -1.08
```
Forces are in eV/Å.

- highest occupied orbital energy (eV) = -15.88
- frontier orbital gap (eV) = 5.54
- electronic energy (eV) = -336744.7870
- charge = +3
- E_LUMO (eV) = -10.35



[3]
Molecular formula: C4H8S
Method: DFT, ωB97M-V/def2-TZVPD

The geometry in XYZ format:
```
13
Properties=species:S:1:pos:R:3:forces:R:3
C -1.23905 0.02665 -0.12494 0.12 -0.01 -0.01
C -0.74177 -1.17306 -0.84286 0.03 -0.10 -0.14
C 0.16576 -0.46012 0.15306 -0.37 -0.27 0.17
C 1.29151 0.32309 -0.30304 -0.09 1.93 2.27
S 1.30175 2.15126 1.52162 0.49 -1.30 -2.02
H -1.32560 0.94602 -0.68273 0.08 0.11 -0.03
H -1.97964 -0.08663 0.65008 -0.01 -0.10 0.11
H -1.10130 -2.14383 -0.54007 0.00 -0.08 0.04
H -0.50824 -1.09781 -1.89228 0.03 0.09 -0.12
H 0.32876 -0.98827 1.08491 -0.06 0.03 -0.06
H 1.17939 0.95889 -1.16204 -0.03 0.12 -0.25
H 2.28906 0.00735 -0.05381 0.15 -0.11 -0.09
H 0.33936 1.53646 2.19212 -0.33 -0.29 0.12
```
Forces are in eV/Å.

- highest occupied orbital energy (eV) = -8.52
- frontier orbital gap (eV) = 8.04
- electronic energy (eV) = -15110.2303
- charge = 0
- E_LUMO (eV) = -0.47



[4]
Molecular formula: C21H34FN3O
Method: DFT, ωB97M-V/def2-TZVPD

The geometry in XYZ format:
```
60
Properties=species:S:1:pos:R:3:forces:R:3
C 2.91480 3.57078 2.14537 0.04 -0.01 0.03
C 4.07481 2.62938 2.26703 0.00 -0.14 -0.04
C 5.27885 3.09825 2.76765 0.26 -0.14 0.08
C 6.37873 2.26445 2.82679 -0.07 -0.07 -0.04
F 7.54485 2.74792 3.31616 -0.11 -0.05 -0.06
C 6.31908 0.95891 2.38368 0.19 0.24 0.13
C 5.11580 0.48343 1.89729 -0.23 0.05 0.03
C 3.98113 1.29267 1.84340 0.38 0.14 0.10
N 2.76090 0.83125 1.32138 -0.10 -0.08 -0.16
C 2.80293 -0.23714 0.34655 -0.09 0.13 -0.33
C 1.50538 -0.21922 -0.46017 -0.07 -0.32 0.21
C 0.30670 -0.42469 0.47961 0.12 0.32 0.06
N -0.99918 -0.49743 -0.15509 -0.04 -0.10 -0.01
C -1.33238 0.58247 -1.06451 -0.24 0.09 -0.03
C -2.83605 0.52294 -1.37226 0.17 0.11 0.05
N -3.28568 -0.75389 -1.87875 0.07 -0.10 -0.04
C -3.41720 -0.92783 -3.31250 -0.11 0.16 -0.26
C -4.61901 -0.12134 -3.81647 0.16 -0.29 0.04
C -2.17675 -0.59637 -4.15522 -0.20 -0.25 0.16
C -2.78998 -1.86311 -1.08978 -0.02 -0.12 0.33
C -3.57393 -1.93567 0.23274 0.00 -0.44 -0.05
C -3.61025 -3.34351 0.82529 0.28 0.24 -0.27
O -4.36162 -3.40733 2.01515 -0.20 0.05 0.43
C -1.28010 -1.76137 -0.80458 -0.14 -0.14 -0.12
C 0.34190 0.67044 1.54940 0.15 -0.36 0.09
C 1.68446 0.63105 2.27402 -0.27 0.16 0.02
H 2.34664 3.61908 3.07459 -0.11 0.02 0.03
H 2.25056 3.24186 1.35082 -0.10 0.02 -0.05
H 3.27078 4.57436 1.92366 -0.02 0.08 0.00
H 5.37221 4.12168 3.09767 0.04 0.12 0.03
H 7.19401 0.33012 2.42771 0.10 -0.04 0.01
H 5.06007 -0.54075 1.56320 -0.03 -0.11 -0.04
H 3.65327 -0.06844 -0.31816 -0.01 -0.08 0.08
H 2.91552 -1.22885 0.81929 0.08 0.02 -0.01
H 1.53560 -1.00696 -1.21526 -0.01 -0.01 -0.08
H 1.41788 0.74462 -0.96310 0.02 0.02 -0.07
H 0.44173 -1.38708 0.99199 0.02 0.05 -0.01
H -0.75557 0.51482 -2.00167 0.00 0.05 0.03
H -1.11148 1.53927 -0.58997 0.03 0.04 -0.05
H -3.37752 0.72412 -0.44139 0.06 0.15 0.00
H -3.09217 1.30522 -2.08582 -0.05 0.05 0.02
H -3.65078 -1.98880 -3.46226 0.02 0.09 0.03
H -4.85967 -0.41022 -4.83625 -0.04 0.05 -0.16
H -4.41155 0.94548 -3.80542 0.01 0.16 -0.02
H -5.48062 -0.31266 -3.18341 -0.10 -0.01 0.04
H -1.32062 -1.18635 -3.83675 0.12 -0.01 -0.01
H -2.37603 -0.82427 -5.19987 0.02 0.02 -0.15
H -1.92636 0.45910 -4.07935 0.06 0.14 0.00
H -2.97410 -2.78613 -1.65033 0.01 0.06 -0.03
H -3.11492 -1.25117 0.94911 -0.05 0.03 0.08
H -4.59813 -1.60971 0.04628 0.00 0.01 0.01
H -4.10176 -4.03486 0.13644 0.09 0.03 -0.02
H -2.58750 -3.70690 1.00641 -0.08 -0.04 -0.10
H -4.01291 -2.75313 2.63110 -0.04 -0.06 -0.05
H -0.72191 -1.87377 -1.75134 -0.01 -0.03 0.06
H -0.98412 -2.57811 -0.14306 0.06 -0.01 0.02
H -0.47311 0.52006 2.25771 -0.07 -0.02 0.01
H 0.22053 1.65028 1.08798 -0.01 0.10 0.00
H 1.72836 1.40747 3.03683 0.02 -0.05 0.01
H 1.79550 -0.34441 2.78046 0.03 0.06 0.05
```
Forces are in eV/Å.

- highest occupied orbital energy (eV) = -7.90
- frontier orbital gap (eV) = 8.59
- electronic energy (eV) = -31563.9220
- SMILES string = Cc1cc(F)ccc1N1CCC(N2CCN(C(C)C)[C@H](CCO)C2)CC1
- charge = 0
- E_LUMO (eV) = 0.68



[5]
Molecular formula: C19H28N4O4S
Method: DFT, ωB97M-V/def2-TZVPD

The geometry in XYZ format:
```
56
Properties=species:S:1:pos:R:3:forces:R:3
C -3.57097 -1.23554 4.02415 -0.08 -0.01 0.10
N -2.22723 -0.94551 3.48870 -0.22 -0.03 -0.43
C -2.17218 -0.16397 2.30870 -2.12 0.00 -0.33
O -3.22233 0.19843 1.75660 1.64 -0.62 1.17
C -0.85184 0.18486 1.78512 0.12 0.74 -0.37
C -0.81879 1.09453 0.76544 -0.04 -0.32 0.97
C 0.36651 1.55039 0.07540 1.44 0.34 -0.55
C 1.31286 0.63996 -0.42225 -0.26 -0.17 0.34
C 2.51654 1.06001 -0.96188 0.14 0.64 -0.21
C 2.85670 2.43269 -1.02229 -1.35 -0.57 0.64
N 4.08231 2.86660 -1.53773 0.64 0.56 -0.27
C 4.32006 2.94506 -2.97077 -0.31 -0.18 0.31
C 5.27105 3.00322 -0.70916 -0.35 -0.11 0.06
C 1.89242 3.34965 -0.53417 0.63 -0.27 -0.43
C 0.67194 2.92084 -0.04199 -0.61 -0.35 0.42
C 0.32831 -0.24568 2.55919 1.73 0.37 -0.01
O 1.44876 0.26541 2.47189 -1.84 -1.00 0.10
N 0.09919 -1.30858 3.46453 -0.08 -0.04 0.46
C 1.26865 -1.91356 4.12734 -0.06 -0.04 0.11
C -1.14072 -1.62566 4.01977 0.12 0.17 -0.17
S -1.30677 -2.72382 5.26962 0.44 0.40 -0.58
H -3.45161 -1.91770 4.87162 -0.10 0.33 -0.38
H -4.05030 -0.31460 4.36178 0.13 -0.02 -0.17
H -4.20044 -1.70146 3.26364 0.17 0.11 -0.02
H -1.75750 1.58174 0.51855 -0.10 -0.26 -0.06
H 1.09303 -0.42398 -0.32583 0.08 0.22 -0.15
H 3.22687 0.33144 -1.34494 -0.08 0.08 0.09
H 3.38151 2.76869 -3.51783 0.35 0.07 0.19
H 4.70082 3.94153 -3.23787 -0.04 -0.16 -0.05
H 5.06252 2.19527 -3.28587 -0.09 0.09 -0.09
H 5.03079 2.85158 0.35423 0.01 0.05 -0.42
H 6.03815 2.26898 -1.00084 -0.05 0.04 0.10
H 5.70922 4.00385 -0.82651 -0.01 -0.10 0.06
H 2.12343 4.41289 -0.56658 -0.03 -0.20 -0.01
H -0.05293 3.63965 0.34945 0.26 -0.08 -0.19
H 2.19076 -1.58571 3.65364 -0.27 0.10 -0.11
H 1.26757 -1.63318 5.18476 0.10 -0.02 -0.19
H 1.16787 -2.99911 4.07661 0.06 0.16 -0.03
O -2.71343 -0.05578 -4.25873 -0.08 0.17 -0.59
C -2.52670 0.61290 -3.01824 -0.08 -0.33 0.14
C -2.83885 -0.39337 -1.91348 -0.75 0.50 0.19
N -1.88257 -1.44066 -1.85272 2.60 0.18 -1.59
C -2.19529 -2.65779 -1.19398 -0.37 -0.58 0.60
C -1.28721 -3.82383 -1.59214 -0.29 0.29 -0.08
O -1.58891 -4.16689 -2.93843 0.20 -0.66 -0.39
H -2.72309 0.59564 -4.97802 0.07 -0.31 0.40
H -1.48568 0.93466 -2.94164 0.12 0.18 0.18
H -3.18204 1.49073 -2.96976 0.05 -0.13 0.28
H -2.90163 0.10069 -0.92633 -0.04 0.17 -0.30
H -3.85092 -0.79505 -2.09878 0.06 0.06 -0.10
H -1.18668 -1.48452 -2.63500 -1.47 -0.14 1.01
H -2.14378 -2.48863 -0.10062 0.08 -0.33 -0.12
H -3.23965 -2.95724 -1.39327 0.11 -0.07 -0.06
H -0.23947 -3.51849 -1.53377 0.13 0.04 0.24
H -1.45092 -4.69981 -0.95017 -0.02 0.34 0.14
H -1.16737 -5.02173 -3.14912 -0.29 0.70 0.16
```
Forces are in eV/Å.

- highest occupied orbital energy (eV) = -8.04
- frontier orbital gap (eV) = 6.89
- electronic energy (eV) = -45141.6663
- SMILES string = CN1C(=O)C(=Cc2ccc(N(C)C)cc2)C(=O)N(C)C1=S.OCCNCCO
- charge = 0
- E_LUMO (eV) = -1.15



[6]
Molecular formula: C5H9ClN2
Method: DFT, ωB97M-V/def2-TZVPD

The geometry in XYZ format:
```
17
Properties=species:S:1:pos:R:3:forces:R:3
C -1.55254 1.42678 -0.02132 -0.51 -1.10 -0.57
C 0.85271 0.60185 1.66399 -3.35 1.92 -2.09
C 1.05272 -1.38854 0.12686 -3.56 -1.12 -0.84
C -1.07194 0.70854 -1.14297 0.82 -0.66 0.64
C 0.96229 0.07110 0.23950 -0.26 1.07 0.09
N -2.01521 1.81953 0.96127 -0.01 0.48 0.18
N -1.53462 -0.55385 -1.53481 4.74 4.44 -1.95
Cl 1.99478 0.99802 -0.84036 0.39 -0.11 0.13
H 1.73613 0.55972 2.27223 0.43 -0.08 0.21
H 0.40615 1.71413 1.54664 1.35 -2.38 0.75
H -0.01862 -0.00062 2.04985 1.06 0.69 0.30
H 0.65586 -1.92223 -0.81800 0.19 1.30 1.12
H 0.48106 -1.82067 0.99031 0.62 0.16 -0.78
H 2.02535 -1.69985 0.15234 2.83 -0.85 0.41
H -0.51597 1.25710 -1.93319 -0.45 -0.52 0.91
H -2.23069 -1.07646 -1.24898 -4.27 -2.53 2.25
H -1.22747 -0.69455 -2.46335 -0.04 -0.73 -0.77
```
Forces are in eV/Å.

- highest occupied orbital energy (alpha / beta) (eV) = -7.56 / -7.78
- frontier orbital gap (alpha / beta) (eV) = 7.86 / 7.88
- electronic energy (eV) = -20829.8447
- charge = 0
- E_LUMO (alpha / beta) (eV) = 0.30 / 0.10